The following is a DFT calculation (ωB97M-V/def2-TZVPD) of C23H29AsF10N3PdSi2 as an isolated structure.

Each line ends with the Löwdin spin population.
Geometry (Å):
Pd -16.28 0.64 -5.07  0.91
C -16.03 3.00 -2.96  0.00
N -17.07 2.07 -3.48  0.08
C -17.58 1.21 -2.44  0.03
C -16.57 0.03 -2.10  0.05
N -15.45 -0.14 -2.99  0.53
C -14.14 -0.02 -2.59  0.03
C -13.11 -0.26 -3.49  0.09
F -13.47 -0.79 -4.65  0.02
C -11.78 0.03 -3.29  -0.02
F -10.94 -0.22 -4.28  -0.01
C -11.37 0.64 -2.10  0.11
F -10.11 0.84 -1.82  0.04
C -12.34 0.90 -1.16  -0.01
F -12.13 1.60 -0.04  -0.01
C -13.65 0.58 -1.43  0.10
F -14.54 1.04 -0.56  0.03
C -18.09 2.77 -4.23  0.02
C -17.53 3.34 -5.57  0.04
N -16.27 2.69 -5.91  0.51
C -15.11 3.34 -6.23  0.03
C -14.78 4.68 -6.04  0.10
F -15.71 5.48 -5.59  0.03
C -13.54 5.23 -6.32  -0.01
F -13.30 6.54 -6.22  -0.01
C -12.55 4.36 -6.73  0.13
F -11.37 4.83 -7.06  0.05
C -12.77 3.01 -6.96  -0.01
F -11.77 2.27 -7.39  -0.01
C -14.04 2.53 -6.77  0.10
F -14.25 1.25 -7.03  0.03
H -16.32 3.53 -2.03  0.00
H -15.81 3.73 -3.72  0.00
H -15.11 2.50 -2.70  0.00
H -18.52 0.81 -2.87  0.00
H -17.83 1.81 -1.54  0.00
H -17.13 -0.93 -2.18  0.02
H -16.28 0.12 -1.08  0.00
H -18.49 3.64 -3.66  0.00
H -18.96 2.08 -4.38  0.00
H -17.52 4.44 -5.58  0.00
H -18.17 3.06 -6.44  0.02
C -19.69 -1.38 -4.48  0.00
Si -19.13 -1.91 -6.24  0.10
C -20.22 -0.92 -7.40  0.04
C -19.44 -3.74 -6.49  0.01
As -17.02 -1.14 -6.72  0.68
Si -16.56 -2.08 -8.85  0.08
C -17.79 -3.42 -9.34  0.00
C -16.53 -0.95 -10.34  0.01
C -14.79 -2.74 -8.48  0.02
H -20.71 -1.78 -4.32  0.00
H -19.79 -0.33 -4.41  0.00
H -19.07 -1.80 -3.70  0.00
H -21.28 -1.13 -7.12  0.01
H -20.11 -1.31 -8.42  0.00
H -19.91 0.15 -7.35  0.01
H -20.00 -4.10 -5.62  0.00
H -18.53 -4.40 -6.53  0.00
H -20.02 -3.91 -7.42  0.00
H -18.86 -3.25 -9.26  0.00
H -17.72 -4.34 -8.74  0.00
H -17.54 -3.62 -10.37  0.00
H -17.52 -0.73 -10.61  0.00
H -16.04 -1.49 -11.14  0.00
H -15.97 -0.02 -10.15  0.00
H -14.70 -3.46 -7.69  0.00
H -14.27 -1.86 -8.13  0.00
H -14.23 -3.13 -9.40  0.00

Charge = +1
DFT total energy = -136030.039 eV
Largest force on an atom = 2.0 eV Å⁻¹
Multiplicity = 5
Orbital gap (alpha / beta) = 8.374 / 6.223 eV
<S²> = 6.085